Entry from the OMol25 dataset: 2 unconnected molecules or ions with the total composition C10H22BrClO4PS2 (the ωB97M-V functional and the def2-TZVPD basis).

Output
DFT total energy, Ha: -4867.1932
Strongest force on any atom, eV/A: 1.0
Net charge: -1
HOMO-LUMO gap, Eh: 0.244

```
41
C10H22BrClO4PS2, DFT the ωB97M-V functional and the def2-TZVPD basis
C -2.24 4.63 3.53
C -2.72 3.23 3.14
S -4.02 3.15 1.87
C -3.19 3.84 0.43
P -2.39 2.72 -0.87
Cl -4.19 1.29 -0.79
O -1.62 1.61 -1.94
C -1.16 0.47 -1.28
C -0.16 -0.36 -2.09
C -0.67 0.98 0.06
Br 1.17 1.89 -0.15
O -1.58 1.88 0.48
H -1.77 5.12 2.68
H -3.08 5.24 3.88
H -1.50 4.55 4.33
H -3.16 2.72 4.00
H -1.88 2.63 2.80
H -3.91 4.46 -0.10
H -2.38 4.48 0.77
H -1.31 3.66 -1.00
H -3.08 3.29 -1.98
H -2.01 -0.16 -0.99
H 0.77 -0.45 -1.53
H 0.05 0.11 -3.05
H -0.56 -1.36 -2.27
H -0.43 0.22 0.80
C 4.27 -3.58 -0.23
C 3.97 -5.00 -0.73
C 2.45 -5.18 -0.69
S 1.75 -3.53 -0.94
O 1.05 -3.15 0.26
O 1.12 -3.48 -2.23
C 3.31 -2.66 -0.98
H 5.31 -3.30 -0.42
H 4.09 -3.51 0.84
H 4.33 -5.12 -1.75
H 4.46 -5.75 -0.11
H 2.07 -5.82 -1.48
H 2.09 -5.53 0.28
H 3.17 -1.68 -0.52
H 3.59 -2.54 -2.03
```

Entry from the OMol25 dataset: a single C4H7N3O molecule (the ωB97M-V functional and the def2-TZVPD basis).

Output
SMILES: [H]/N=C/N/C=C\NC=O
DFT total energy, Ha: -396.0991
Energy relative to the best compared isomer or geometry (same formula, charge and spin), eV: 1.342
Strongest force on any atom, eV/A: 2.9
Net charge: 0
HOMO-LUMO gap, Eh: 0.308

```
15
C4H7N3O, DFT the ωB97M-V functional and the def2-TZVPD basis
H -1.37 -2.63 0.05
N -0.81 -1.81 0.23
C 0.41 -2.16 0.38
N 1.44 -1.32 0.81
C 1.44 0.03 1.13
C 0.57 1.03 0.75
N -0.29 0.87 -0.36
C -1.03 1.90 -0.98
O -1.76 1.67 -1.92
H 0.89 -3.09 0.22
H 2.29 -1.79 0.99
H 2.27 0.22 1.78
H 0.68 2.04 1.08
H -0.53 -0.10 -0.62
H -0.87 2.92 -0.64
```

Entry from the OMol25 dataset: a molecular structure, C6H10O (the ωB97M-V functional and the def2-TZVPD basis).

Output
DFT total energy, Ha: -309.5802
Energy relative to the best compared isomer or geometry (same formula, charge and spin), eV: 7.134
Strongest force on any atom, eV/A: 4.5
Net charge: 0
HOMO-LUMO gap (spin up / spin down), Eh: 0.312 / 0.312

```
17
C6H10O, DFT the ωB97M-V functional and the def2-TZVPD basis
C 0.25 -0.15 0.01
C 1.85 0.98 -0.37
C 0.10 -1.18 -1.06
C 0.32 -0.63 1.43
O -0.19 1.06 -0.22
C -2.10 0.71 0.03
C -3.25 1.12 0.02
H 2.10 1.58 0.50
H 2.47 0.09 -0.46
H 1.78 1.54 -1.30
H 0.18 -0.73 -2.05
H -0.69 -0.98 1.67
H 0.81 -2.01 -0.94
H -0.92 -1.56 -0.96
H 1.03 -1.44 1.56
H 0.54 0.20 2.11
H -4.27 1.41 0.03
```

Entry from the OMol25 dataset: a single CH3NOP2S molecule (the ωB97M-V functional and the def2-TZVPD basis).

Output
SMILES: [H]/N=C\POP=S
DFT total energy, Ha: -1250.7788
Energy relative to the best compared isomer or geometry (same formula, charge and spin), eV: 1.110
Strongest force on any atom, eV/A: 2.5
Net charge: 0
HOMO-LUMO gap, Eh: 0.309

```
9
CH3NOP2S, DFT the ωB97M-V functional and the def2-TZVPD basis
H 1.19 -0.38 -0.42
N 0.85 -0.96 0.39
C -0.19 -0.42 0.76
P -0.65 1.36 0.15
O 0.92 1.95 0.21
P 2.27 1.93 1.13
S 1.91 0.81 2.65
H -0.77 -0.84 1.58
H -0.64 0.96 -1.26
```

Entry from the OMol25 dataset: a single C6H6 molecule (the ωB97M-V functional and the def2-TZVPD basis).

Output
SMILES: C#CCC1=CC1
DFT total energy, Ha: -232.0625
Energy relative to the best compared isomer or geometry (same formula, charge and spin), eV: 4.459
Strongest force on any atom, eV/A: 0.5
Net charge: 0
HOMO-LUMO gap, Eh: 0.379

```
12
C6H6, DFT the ωB97M-V functional and the def2-TZVPD basis
C 0.39 2.82 0.75
C -0.13 1.74 0.67
C -0.79 0.43 0.56
C 0.02 -0.59 -0.14
C 1.11 -1.04 -0.68
C -0.08 -1.95 -0.77
H 0.86 3.78 0.80
H -1.74 0.54 0.03
H -1.04 0.06 1.56
H 2.15 -0.91 -0.93
H -0.61 -2.06 -1.72
H -0.14 -2.84 -0.13
```

Entry from the OMol25 dataset: a molecular structure, C18H23F9N7O2Pt (the ωB97M-V functional and the def2-TZVPD basis).

Output
DFT total energy, Ha: -2251.4804
Energy relative to the best compared isomer or geometry (same formula, charge and spin), eV: 2.574
Strongest force on any atom, eV/A: 1.8
Net charge: +1
HOMO-LUMO gap (spin up / spin down), Eh: 0.286 / 0.287

```
60
C18H23F9N7O2Pt, DFT the ωB97M-V functional and the def2-TZVPD basis
Pt -0.41 -0.21 0.83
N -1.18 1.08 2.49
C -0.74 0.87 3.86
C -1.02 -0.54 4.37
C 0.03 -1.56 3.92
N -0.10 -1.89 2.50
H -0.86 2.01 2.19
H -2.20 1.06 2.42
H -1.24 1.59 4.52
H 0.33 1.07 3.91
H -2.01 -0.87 4.03
H -1.03 -0.53 5.46
H -0.08 -2.46 4.54
H 1.02 -1.15 4.09
H -0.97 -2.40 2.35
H 0.68 -2.48 2.21
C 5.06 1.30 -0.02
N 3.68 1.42 0.37
C 3.12 2.65 0.88
C 1.70 2.22 1.25
O 0.83 2.91 1.71
N 1.61 0.88 0.98
C 2.77 0.45 0.48
N 2.96 -0.83 0.16
H 5.38 2.23 -0.50
H 5.18 0.49 -0.73
H 5.70 1.11 0.84
H 3.10 3.44 0.11
H 3.65 3.04 1.75
H 2.13 -1.39 0.09
H 3.79 -1.13 -0.33
N -1.33 -3.24 -1.90
C -1.09 -2.72 -0.69
N -0.13 -1.81 -0.70
C 0.25 -1.69 -2.02
C 1.17 -0.85 -2.64
C 1.34 -0.99 -4.00
C 0.64 -1.94 -4.74
C -0.29 -2.77 -4.15
C -0.49 -2.61 -2.79
H -2.05 -3.90 -2.14
H -1.64 -3.02 0.18
H 1.70 -0.09 -2.08
H 2.04 -0.34 -4.51
H 0.83 -2.02 -5.80
H -0.84 -3.50 -4.72
F -1.74 0.75 -3.20
C -2.93 0.69 -2.59
F -3.73 1.56 -3.21
F -3.42 -0.53 -2.80
C -2.77 0.96 -1.06
O -2.33 -0.13 -0.45
C -4.16 1.39 -0.47
F -4.48 2.65 -0.76
F -5.14 0.61 -0.89
F -4.12 1.30 0.87
C -1.81 2.18 -0.92
F -1.92 2.75 0.28
F -0.52 1.78 -1.01
F -1.97 3.13 -1.84
```

Entry from the OMol25 dataset: 10 unconnected molecules or ions with the total composition C19H58O10 (the ωB97M-V functional and the def2-TZVPD basis).

Output
SMILES: CCO.CCO.CCO.CCO.CCO.CCO.CCO.CCO.CCO.CO
DFT total energy, Ha: -1510.9921
Energy relative to the best compared isomer or geometry (same formula, charge and spin), eV: 2.298
Strongest force on any atom, eV/A: 1.4
Net charge: 0
HOMO-LUMO gap, Eh: 0.373

```
87
C19H58O10, DFT the ωB97M-V functional and the def2-TZVPD basis
C 2.07 -0.26 2.55
C 3.17 -0.80 3.44
O 3.54 0.13 4.46
H 2.38 0.71 2.17
H 1.10 -0.10 3.03
H 1.89 -0.89 1.68
H 4.04 -0.96 2.81
H 2.90 -1.73 3.95
H 2.73 0.44 4.89
C -3.04 0.41 -3.10
C -2.28 0.04 -4.34
O -1.70 -1.26 -4.27
H -2.40 0.39 -2.21
H -3.84 -0.31 -2.91
H -3.49 1.40 -3.18
H -1.52 0.79 -4.60
H -2.94 -0.02 -5.21
H -1.28 -1.38 -3.41
C -1.73 -0.69 3.30
C -2.10 0.77 3.49
O -2.88 1.26 2.36
H -1.03 -1.00 4.07
H -1.16 -0.77 2.36
H -2.62 -1.31 3.22
H -1.21 1.39 3.61
H -2.70 0.89 4.39
H -3.29 2.04 2.74
C 0.86 3.55 2.37
C 1.36 3.34 3.80
O 0.31 3.14 4.75
H 0.12 2.78 2.13
H 1.69 3.44 1.68
H 0.40 4.53 2.23
H 1.97 4.19 4.11
H 2.01 2.46 3.82
H -0.43 3.69 4.47
C -3.53 -1.78 0.07
C -4.37 -2.73 -0.75
O -5.60 -2.95 -0.05
H -3.36 -2.20 1.06
H -3.96 -0.78 0.16
H -2.55 -1.63 -0.39
H -3.80 -3.63 -1.00
H -4.63 -2.24 -1.70
H -6.05 -3.68 -0.47
C 3.00 1.69 -0.40
C 3.16 1.40 -1.89
O 2.02 0.71 -2.39
H 3.67 2.53 -0.20
H 3.32 0.83 0.19
H 1.98 1.95 -0.12
H 4.10 0.88 -2.09
H 3.22 2.36 -2.41
H 1.54 1.29 -2.98
C 1.95 -4.19 -3.22
C 2.31 -2.71 -3.22
O 1.36 -2.04 -2.40
H 2.79 -4.83 -3.48
H 1.14 -4.36 -3.93
H 1.60 -4.45 -2.22
H 2.25 -2.33 -4.25
H 3.32 -2.54 -2.85
H 1.64 -1.12 -2.29
C 1.29 5.03 -3.42
C 0.41 4.45 -2.31
O 0.01 3.15 -2.68
H 2.32 4.67 -3.31
H 1.26 6.11 -3.48
H 0.96 4.60 -4.37
H -0.44 5.11 -2.10
H 1.00 4.41 -1.38
H -0.29 2.71 -1.87
C 0.08 -5.17 1.46
C -0.11 -3.71 1.86
O 0.42 -2.83 0.87
H -0.67 -5.83 1.92
H 1.06 -5.52 1.78
H -0.02 -5.29 0.38
H 0.39 -3.44 2.78
H -1.19 -3.50 1.95
H -0.13 -2.86 0.08
C -0.36 0.45 -0.02
O -1.20 1.58 -0.24
H 0.33 0.64 0.81
H -0.96 -0.42 0.26
H 0.22 0.25 -0.91
H -1.81 1.66 0.50
```

Entry from the OMol25 dataset: a molecular structure, H10O5 (the ωB97M-V functional and the def2-TZVPD basis).

Output
DFT total energy, Ha: -382.0741
Energy relative to the best compared isomer or geometry (same formula, charge and spin), eV: 4.085
Strongest force on any atom, eV/A: 5.7
Net charge: 0
HOMO-LUMO gap, Eh: 0.342

```
15
H10O5, DFT the ωB97M-V functional and the def2-TZVPD basis
O 2.31 -0.81 1.12
H 2.66 -0.20 0.48
H 2.01 -1.56 0.61
O -1.47 1.22 0.01
H -2.35 0.85 -0.01
H -1.60 2.15 -0.21
O -0.50 1.20 -2.13
H -0.82 1.17 -1.23
H -1.14 1.72 -2.60
O 0.24 -0.17 0.20
H 0.81 0.24 0.85
H -0.50 0.42 0.11
O -0.26 -2.15 0.97
H 0.16 -1.46 0.45
H 0.46 -2.62 1.38
```

Entry from the OMol25 dataset: a molecular structure, C34H53F3O18S (the ωB97M-V functional and the def2-TZVPD basis).

Output
DFT total energy, Ha: -3379.5089
Strongest force on any atom, eV/A: 2.0
Net charge: 0
HOMO-LUMO gap, Eh: 0.340

```
109
C34H53F3O18S, DFT the ωB97M-V functional and the def2-TZVPD basis
C 0.86 -3.09 1.16
C 0.49 -2.20 -0.04
O -0.05 -0.96 0.38
C 0.83 0.14 0.36
C 1.44 0.44 1.74
C 2.93 0.78 1.71
C 3.31 1.88 0.74
O 3.16 1.43 3.05
S 4.36 0.78 3.84
O 5.29 1.73 4.34
O 3.80 -0.11 4.81
O 4.99 -0.04 2.62
C 3.83 -0.44 1.86
C 4.04 -1.44 0.73
C 5.29 -1.21 -0.10
O 5.37 0.12 -0.57
C 5.19 -2.08 -1.36
F 4.75 -3.33 -1.04
F 4.28 -1.57 -2.23
F 6.37 -2.21 -2.00
H 0.85 -2.52 2.08
H 1.80 -3.61 1.02
H 0.08 -3.83 1.27
H 1.30 -2.10 -0.77
H -0.32 -2.71 -0.56
H 1.58 0.07 -0.43
H 0.22 1.02 0.13
H 1.31 -0.44 2.36
H 0.96 1.31 2.17
H 2.78 1.80 -0.20
H 4.38 1.95 0.58
H 3.00 2.82 1.17
H 3.26 -1.03 2.58
H 4.07 -2.42 1.17
H 3.19 -1.32 0.07
H 6.19 -1.48 0.45
H 6.11 0.55 -0.15
O -1.86 -4.30 0.14
C -2.82 -4.01 -0.50
O -4.04 -4.57 -0.31
C -4.97 -4.09 -1.30
C -4.39 -2.77 -1.79
C -2.89 -3.02 -1.65
H -5.03 -4.84 -2.10
H -5.95 -3.98 -0.85
H -4.70 -2.52 -2.79
H -4.68 -1.97 -1.13
H -2.46 -3.49 -2.53
H -2.34 -2.11 -1.41
O 5.93 -3.17 2.42
C 5.85 -4.36 2.47
O 4.76 -4.99 2.97
C 4.98 -6.41 3.00
C 6.07 -6.67 1.97
C 6.89 -5.38 2.05
H 5.29 -6.69 4.01
H 4.05 -6.92 2.76
H 6.65 -7.57 2.17
H 5.63 -6.76 0.98
H 7.66 -5.42 2.82
H 7.33 -5.10 1.10
O -0.12 3.14 0.10
C -1.14 3.44 -0.46
O -2.32 2.84 -0.21
C -3.34 3.35 -1.09
C -2.83 4.71 -1.53
C -1.32 4.49 -1.54
H -3.46 2.67 -1.93
H -4.28 3.41 -0.54
H -3.24 5.03 -2.49
H -3.08 5.47 -0.79
H -0.95 4.09 -2.48
H -0.77 5.39 -1.28
O -6.87 -1.59 -1.06
C -7.07 -0.81 -0.18
O -7.66 0.39 -0.39
C -7.66 1.16 0.83
C -7.53 0.14 1.95
C -6.69 -0.95 1.28
H -6.82 1.86 0.79
H -8.58 1.74 0.88
H -7.08 0.56 2.85
H -8.51 -0.25 2.21
H -5.61 -0.76 1.38
H -6.92 -1.94 1.65
O -3.31 0.75 -3.70
C -4.46 0.84 -4.01
O -5.31 1.71 -3.40
C -6.65 1.52 -3.89
C -6.49 0.86 -5.25
C -5.22 0.04 -5.05
H -7.19 0.90 -3.18
H -7.14 2.49 -3.96
H -7.35 0.27 -5.55
H -6.31 1.62 -6.02
H -5.43 -0.95 -4.64
H -4.63 -0.06 -5.96
O 5.49 4.53 0.00
C 4.70 5.33 0.38
O 3.36 5.12 0.35
C 2.65 6.29 0.77
C 3.66 7.08 1.60
C 4.98 6.72 0.93
H 2.33 6.84 -0.12
H 1.78 5.99 1.34
H 3.45 8.15 1.63
H 3.66 6.72 2.63
H 5.21 7.38 0.09
H 5.81 6.70 1.62
```

Entry from the OMol25 dataset: a molecular structure, C30H23BBrF2N3OTc (the ωB97M-V functional and the def2-TZVPD basis).

Output
⟨S²⟩: 0.760
Spin multiplicity: 2
DFT total energy, Ha: -4275.9897
Energy relative to the best compared isomer or geometry (same formula, charge and spin), eV: 0.873
Strongest force on any atom, eV/A: 2.3
Net charge: 0
HOMO-LUMO gap (spin up / spin down), Eh: 0.230 / 0.224

```
62
C30H23BBrF2N3OTc, DFT the ωB97M-V functional and the def2-TZVPD basis
Tc -0.65 -0.21 0.74
C 3.52 -0.24 1.86
C 2.04 -0.31 1.76
N 1.41 -0.43 0.66
N 2.03 -0.48 -0.56
C 1.07 -0.44 -1.49
O -0.20 -0.36 -1.27
C 1.50 -0.47 -2.91
C 0.54 -0.52 -3.91
C 0.92 -0.53 -5.25
C 2.27 -0.50 -5.58
C 3.24 -0.46 -4.58
C 2.85 -0.44 -3.25
C 1.16 -0.25 2.97
C 1.69 -0.25 4.25
C 0.83 -0.27 5.35
C -0.53 -0.31 5.14
C -1.00 -0.29 3.83
N -0.18 -0.23 2.78
H 3.94 -0.30 0.86
H 3.90 -1.07 2.45
H 3.85 0.69 2.32
H -0.51 -0.54 -3.63
H 0.17 -0.57 -6.03
H 2.57 -0.51 -6.62
H 4.29 -0.44 -4.84
H 3.59 -0.41 -2.46
H 2.76 -0.24 4.38
H 1.24 -0.27 6.35
H -1.23 -0.35 5.96
H -2.05 -0.31 3.60
F -3.52 -0.37 1.79
B -2.79 -0.30 0.64
F -3.55 -0.36 -0.48
C -1.44 3.91 -3.01
C -1.86 2.56 -2.99
C -1.87 1.85 -1.82
C -1.46 2.44 -0.60
C -1.43 1.73 0.65
C -1.23 2.45 1.82
C -0.88 3.82 1.79
C -0.77 4.47 0.60
C -1.09 3.81 -0.62
C -1.07 4.52 -1.85
H -1.43 4.46 -3.94
H -2.19 2.09 -3.91
H -2.19 0.82 -1.81
H -1.34 1.97 2.78
H -0.68 4.34 2.72
H -0.46 5.51 0.57
H -0.78 5.56 -1.84
Br -1.27 -6.96 0.34
C -1.22 -5.07 0.50
C -0.64 -4.50 1.62
C -0.59 -3.12 1.74
C -1.11 -2.28 0.75
C -1.71 -2.89 -0.36
C -1.76 -4.28 -0.49
H -0.23 -5.13 2.40
H -0.13 -2.71 2.63
H -2.14 -2.29 -1.15
H -2.21 -4.73 -1.36
```

Entry from the OMol25 dataset: 2 unconnected molecules or ions with the total composition C3H8N (the ωB97M-V functional and the def2-TZVPD basis).

Output
DFT total energy, Ha: -173.4992
Energy relative to the best compared isomer or geometry (same formula, charge and spin), eV: 2.273
Strongest force on any atom, eV/A: 5.1
Net charge: +1
HOMO-LUMO gap, Eh: 0.497

```
12
C3H8N, DFT the ωB97M-V functional and the def2-TZVPD basis
C -0.92 0.82 -0.06
C 0.10 0.00 0.63
C 1.45 -0.08 -0.07
N -0.97 -0.69 -0.21
H -1.74 1.27 0.47
H -0.68 1.52 -1.31
H 0.04 -0.03 1.80
H 1.84 -1.01 0.18
H 2.04 0.73 0.30
H 1.18 -0.25 -1.04
H -1.69 -1.16 0.41
H -0.64 -1.11 -1.10
```

Entry from the OMol25 dataset: a molecular structure, C13H17N3O2Ru (the ωB97M-V functional and the def2-TZVPD basis).

Output
⟨S²⟩: 6.028
Spin multiplicity: 5
DFT total energy, Ha: -914.3164
Energy relative to the best compared isomer or geometry (same formula, charge and spin), eV: 0.936
Strongest force on any atom, eV/A: 6.8
Net charge: +2
HOMO-LUMO gap (spin up / spin down), Eh: 0.252 / 0.202

```
36
C13H17N3O2Ru, DFT the ωB97M-V functional and the def2-TZVPD basis
C -0.46 -3.24 -0.02
C -1.66 -2.80 0.58
H -0.80 -3.44 -1.03
H -0.35 -4.15 0.64
H 0.65 -3.01 -0.10
H -2.19 -1.78 0.75
H -2.35 -3.16 -0.20
H -1.81 -3.34 1.52
C 2.22 -0.54 -1.37
C 3.23 0.19 -2.03
C 3.18 1.60 -1.92
C 2.17 2.25 -1.22
H 2.17 -1.63 -1.39
H 4.02 -0.31 -2.60
H 3.94 2.22 -2.43
H 2.07 3.35 -1.14
N 1.24 0.10 -0.68
C 1.18 1.46 -0.60
C 0.02 1.99 0.14
N -0.85 1.06 0.60
C -1.98 1.36 1.30
C -1.39 3.68 1.12
C -2.28 2.69 1.58
H -2.59 0.50 1.61
H -3.20 2.97 2.14
C -0.23 3.36 0.39
H 0.48 4.09 -0.01
H -1.58 4.73 1.30
Ru -0.26 -0.90 0.36
C 0.60 -1.24 2.13
H -0.01 -0.82 2.97
H 1.62 -0.82 2.25
H 0.66 -2.34 2.32
O -2.07 -2.42 -2.39
N -2.01 -1.22 -2.69
O -1.40 -0.42 -1.88
```